No. 1
Here is 2 unconnected molecules or ions with the total composition C3H9N3O at a distorted geometry from the Open Molecules 2025 dataset. Energies are from ωB97M-V with the def2-TZVPD basis set.

Geometry (Å):
N -2.37386 -0.77010 0.23935
C -2.25344 0.64594 0.34131
C -1.33720 1.36834 -0.25587
O -0.65834 2.16874 -0.79286
H -2.56382 -1.18645 1.14481
H -1.51267 -1.16994 -0.13330
H -3.13181 1.15708 0.71236
C 2.34964 0.20743 0.17612
N 1.04398 -0.37838 0.41835
N 0.45251 -1.00887 -0.70844
H 2.33992 0.96914 -0.61670
H 2.71958 0.64342 1.10119
H 3.03595 -0.58296 -0.13394
H 0.39702 0.24558 0.94362
H 0.95253 -1.87743 -0.88436
H 0.54001 -0.43154 -1.55162

Summary:
* SMILES: NC=C=O.CNN
* charge: 0
* orbital gap: 8.5 eV
* relative energy (zero: lowest compared OMol25 entry of this formula, charge and spin): 3.3874 eV

These are the Mulliken partial charges, in e, on atoms 1 to 8: -0.586, -0.498, 0.521, -0.415, 0.217, 0.447, 0.354, -0.847

No. 2
Here is 2 unconnected molecules or ions with the total composition C3H9N3O at a distorted geometry from the Open Molecules 2025 dataset. Energies are from ωB97M-V with the def2-TZVPD basis set.

Geometry (Å):
C -1.72092 0.61495 0.32286
C -1.25102 -0.59057 0.76497
N -1.21872 -0.88374 2.20388
N -1.78128 1.01491 -1.04752
H -2.24227 1.23784 1.05762
H -0.84093 -1.27543 0.05620
H -0.30161 -1.35432 2.37955
H -1.93126 -1.55816 2.44519
H -1.07310 0.52340 -1.57261
H -1.75265 2.01529 -1.18197
C 1.84584 0.45476 -0.99667
N 2.82024 -0.44635 -0.70435
O 1.16583 0.36600 -2.01040
H 1.69554 1.21521 -0.21684
H 3.00376 -1.19434 -1.39972
H 3.58256 -0.13943 -0.10017

Summary:
* charge: +1
* orbital gap (alpha / beta): 10.3 / 6.4 eV
* ⟨S²⟩: 0.764
* 2S+1: 2
* relative energy (zero: lowest compared OMol25 entry of this formula, charge and spin): 0.0000 eV

These are the Mulliken partial charges, in e, on atoms 1 to 8: -0.016, -0.191, -0.535, -0.281, 0.377, 0.398, 0.314, 0.307

No. 3
Here is 2 unconnected molecules or ions with the total composition C3H9N3O at a distorted geometry from the Open Molecules 2025 dataset. Energies are from ωB97M-V with the def2-TZVPD basis set.

Geometry (Å):
C 1.85026 1.08736 0.13376
C -0.97488 0.26380 0.11020
C 0.24805 -0.11671 -0.57866
N -1.71703 1.19389 -0.49072
N -1.24320 -0.27975 1.30606
N 0.95512 -1.48303 -0.39485
O 2.78409 0.46730 0.36871
H 1.55134 2.05533 0.12002
H 0.16505 0.32302 -1.62724
H -1.76586 1.52691 -1.44439
H -2.40767 1.67750 0.06275
H -0.64000 -0.69037 1.96744
H -2.16427 -0.48323 1.66332
H 1.64043 -1.56379 -1.20804
H 0.33631 -2.27881 -0.46933
H 1.38224 -1.69940 0.48097

Summary:
* charge: +2
* orbital gap: 10.0 eV
* relative energy (zero: lowest compared OMol25 entry of this formula, charge and spin): 0.9981 eV

These are the Mulliken partial charges, in e, on atoms 1 to 8: 0.265, 0.681, -0.692, -0.328, -0.358, -0.302, -0.198, 0.467

No. 4
Here is 2 unconnected molecules or ions with the total composition C3H9N3O2 at a distorted geometry from the Open Molecules 2025 dataset. Energies are from ωB97M-V with the def2-TZVPD basis set.

Geometry (Å):
C -1.83765 1.11314 -0.64801
N -0.50950 0.54910 -0.55140
O -0.38021 -0.18954 0.70137
N 0.51844 -1.20443 0.22671
C 0.36860 -2.40797 1.02104
H -1.86012 1.72310 -1.54791
H -2.61346 0.34124 -0.67218
H -2.00274 1.76760 0.20694
H -0.21567 -0.43203 -1.08245
H 1.45108 -0.76173 0.29975
H -0.63020 -2.81186 0.86162
H 1.11987 -3.11923 0.68125
H 0.51291 -2.22504 2.08977
N 1.90815 1.22858 -0.13986
C 0.96122 1.90895 -0.56335
O 0.41796 2.87546 -0.97680
H 2.79133 1.64466 0.09353

Summary:
* SMILES: CNONC.N=C=O
* charge: 0
* orbital gap: 10.3 eV
* relative energy (zero: lowest compared OMol25 entry of this formula, charge and spin): 6.1551 eV

These are the Mulliken partial charges, in e, on atoms 1 to 8: -0.809, -0.231, -0.238, -0.363, -0.788, 0.325, 0.313, 0.299

No. 5
Here is 2 unconnected molecules or ions with the total composition C3H9N3O2 at a distorted geometry from the Open Molecules 2025 dataset. Energies are from ωB97M-V with the def2-TZVPD basis set.

Geometry (Å):
C 1.00863 -0.51206 -0.33911
C -1.57530 1.38942 0.76655
N 0.66814 0.08123 -1.51226
C -1.36730 -0.08624 0.47402
N 1.91601 0.10746 0.49509
N 0.89509 -1.87438 -0.21318
O -0.49375 -0.35017 -2.03538
O -1.47931 -0.93439 1.32442
H -1.23724 -0.31274 -0.82854
H 0.77120 1.09638 -1.53778
H 1.85623 1.11372 0.54219
H 0.24069 -2.26956 -0.87553
H 1.97578 -0.32397 1.40546
H 1.76112 -2.38508 -0.11757
H -1.44123 1.60625 1.82606
H -2.59289 1.65134 0.46596
H -0.90585 2.00278 0.15959

Summary:
* charge: 0
* orbital gap: 8.1 eV
* relative energy (zero: lowest compared OMol25 entry of this formula, charge and spin): 5.1587 eV

These are the Mulliken partial charges, in e, on atoms 1 to 8: 0.154, -1.048, 0.021, 0.429, -0.560, -0.355, -0.607, -0.555

No. 6
Here is 2 unconnected molecules or ions with the total composition C3H9N3O2 from the Open Molecules 2025 dataset. Energies are from ωB97M-V with the def2-TZVPD basis set.

Geometry (Å):
N 1.05812 -0.78274 -0.30553
C 0.93431 0.53892 -0.47702
O 0.29667 1.25857 0.27269
C 1.65199 1.14043 -1.67951
O 1.43711 2.51895 -1.72775
H 1.56293 -1.35430 -0.95836
H 0.55504 -1.21297 0.46882
H 1.27432 0.67189 -2.59929
H 2.72829 0.93168 -1.59951
H 0.88120 2.73104 -0.95559
C -2.64729 -1.02259 0.72221
N -1.89888 -1.58321 1.56864
N -0.74044 -0.98978 1.94427
H -3.51668 -1.56162 0.39147
H -2.45892 -0.03131 0.30659
H -0.65056 0.01218 1.75057
H -0.46723 -1.26514 2.87730

Summary:
* SMILES: NC(=O)CO.C=NN
* charge: 0
* orbital gap: 10.2 eV
* relative energy (zero: lowest compared OMol25 entry of this formula, charge and spin): 2.5879 eV

These are the Mulliken partial charges, in e, on atoms 1 to 8: -0.308, 0.700, -0.726, -0.452, -0.543, 0.173, 0.336, 0.284

| no. | E (eV) |
| --- | --- |
| 1 | -9772.152 |
| 2 | -9766.493 |
| 3 | -9755.123 |
| 4 | -11817.904 |
| 5 | -11818.901 |
| 6 | -11821.471 |